No. 1
Entry from the OMol25 dataset: 2 unconnected molecules or ions with the total composition C4H10NO2 in a non-equilibrium geometry (the ωB97M-V functional and the def2-TZVPD basis).

Last column: Mulliken charge in e.
CARTESIAN COORDINATES (ANGSTROEM)
C1 2.287379 0.222642 -1.077032  -0.247
C2 -2.250742 0.548413 0.661229  -0.747
C3 -1.545228 -1.062708 -0.943220  0.432
C4 2.404025 0.239732 1.215512  -0.876
N1 1.704983 -0.123002 0.005368  -0.232
O1 -1.287927 -0.232306 -0.079089  -0.164
O2 -2.650656 -1.341990 -1.502389  -0.311
H1 3.237827 0.675168 -1.110846  0.285
H2 1.682108 0.024853 -1.922896  0.185
H3 -3.235941 0.444772 0.288480  0.446
H4 -1.894206 1.603467 0.362902  0.288
H5 -0.572838 -1.509747 -1.236668  0.392
H6 2.596224 -0.429313 2.032661  0.315
H7 3.440282 0.674301 1.155578  0.278
H8 1.780488 0.941822 1.615875  0.322
H9 -2.287558 0.171049 1.692776  0.281
H10 -3.408216 -0.847148 -1.158245  0.353

Force components x, y, z for each atom (eV/Å):
-1.963 -1.014 1.603
0.758 1.994 -0.493
1.992 -1.030 -1.373
2.454 -0.086 -0.101
1.296 -0.377 -0.476
-0.282 0.782 1.936
0.050 -0.373 -0.068
1.163 0.573 -0.236
0.072 0.048 -1.380
-1.091 -0.194 -0.652
-0.722 -1.456 1.567
-1.048 -0.486 -0.554
-0.738 -1.483 -0.126
-0.871 0.022 -0.865
-1.421 2.261 1.449
0.669 0.724 -0.271
-0.318 0.094 0.040

Values from the calculation:
- Kohn-Sham gap: 8.885 eV
- Total charge: +1
- HOMO energy: -0.4884 Ha
- Energy above the lowest of the compared OMol25 structures with the same formula, charge and spin: 416.4 kJ/mol
- LUMO energy: -4.4 eV

No. 2
Entry from the OMol25 dataset: C22H24N2O6S in the gas phase in a non-equilibrium geometry (the ωB97M-V functional and the def2-TZVPD basis).

Last column: Mulliken charge in e.
CARTESIAN COORDINATES (ANGSTROEM)
C1 -2.940567 -4.868949 -2.388818  -0.997
O1 -1.954594 -3.887573 -2.583657  -0.436
C2 -2.045955 -2.728013 -1.878349  0.892
C3 -3.055404 -2.415613 -0.983271  -0.536
C4 -3.057208 -1.204778 -0.309707  -1.357
C5 -2.048188 -0.279745 -0.531908  0.432
C6 -1.996692 0.989848 0.175336  -0.223
C7 -2.671277 1.309742 1.322388  -0.597
S1 -2.266175 2.884943 1.874774  -0.215
C8 -1.162230 3.003721 0.500303  0.519
N1 -0.434652 4.156634 0.282345  -0.031
C9 0.617354 4.620052 1.031522  0.368
O2 1.193709 5.632368 0.716912  -0.653
C10 0.998689 3.753173 2.218871  -1.060
C11 1.216214 2.331622 1.769677  -1.145
C12 0.614222 1.269625 2.425082  -0.366
C13 0.754533 -0.025692 1.937531  0.375
O3 0.197014 -1.128929 2.499993  -0.477
C14 -0.663888 -0.960490 3.597780  -0.801
C15 1.508340 -0.253479 0.779243  1.400
O4 1.557576 -1.525235 0.251881  -0.238
C16 2.793579 -2.192754 0.410702  -0.955
C17 2.148040 0.819354 0.144055  0.527
O5 2.872178 0.507399 -0.969760  -0.442
C18 3.439634 1.556994 -1.716214  -1.147
C19 2.001414 2.103441 0.648479  -0.200
N2 -1.167113 1.979783 -0.265571  -0.537
C20 -1.031593 -0.582063 -1.442638  -0.446
C21 -1.010329 -1.791083 -2.107888  0.805
O6 -0.062711 -2.175244 -2.998843  -0.478
C22 1.052952 -1.333767 -3.179359  -0.681
H1 -2.661051 -5.698763 -3.036249  0.239
H2 -2.967150 -5.214685 -1.349909  0.381
H3 -3.934008 -4.507042 -2.675677  0.373
H4 -3.854265 -3.115401 -0.795468  0.406
H5 -3.860496 -0.987678 0.376892  0.343
H6 -3.369661 0.717035 1.876324  0.513
H7 -0.573826 4.629000 -0.603211  0.286
H8 0.213573 3.805073 2.975007  0.394
H9 1.913333 4.172934 2.643651  0.410
H10 0.024992 1.461848 3.307636  0.470
H11 -1.508725 -0.311146 3.348638  0.206
H12 -1.033336 -1.956759 3.835146  0.294
H13 -0.136071 -0.554534 4.467742  0.355
H14 3.025169 -2.341935 1.470910  0.310
H15 2.672250 -3.159274 -0.074673  0.271
H16 3.610872 -1.642309 -0.064855  0.281
H17 3.909057 1.082319 -2.576586  0.292
H18 4.198647 2.095938 -1.140732  0.394
H19 2.676377 2.260859 -2.060987  0.406
H20 2.471236 2.944162 0.164286  0.541
H21 -0.259272 0.151995 -1.592873  0.718
H22 0.764260 -0.379854 -3.634295  0.339
H23 1.714992 -1.868983 -3.858685  0.326
H24 1.566235 -1.148092 -2.232924  0.151

Force components x, y, z for each atom (eV/Å):
-0.170 -0.136 0.040
0.224 0.329 0.029
0.150 0.050 -0.098
0.047 -0.279 -0.127
0.241 0.303 -0.013
-0.163 -0.549 -0.275
-0.465 0.383 0.798
0.126 0.224 0.001
0.248 -0.179 -0.914
-0.926 -0.200 1.019
-0.063 0.584 -0.613
-0.034 -0.127 0.279
0.239 0.234 -0.029
0.212 0.091 0.050
0.220 -0.353 0.087
0.014 -0.017 0.150
0.163 -0.144 -0.228
0.246 0.053 -0.366
-0.131 0.042 0.222
0.074 -0.281 -0.036
-0.267 0.563 0.031
0.287 -0.123 0.080
-0.091 -0.166 0.063
-0.292 -0.268 0.359
0.102 0.205 -0.128
0.122 0.013 -0.012
0.442 0.096 -0.587
-0.034 -0.129 -0.042
-0.151 -0.178 -0.047
-0.322 -0.203 0.121
0.209 0.137 0.020
-0.060 0.033 0.062
-0.007 0.026 -0.032
0.040 -0.008 0.028
-0.047 -0.099 -0.034
-0.102 0.037 0.070
-0.111 -0.248 0.109
0.066 -0.034 0.139
0.052 -0.012 0.024
-0.131 0.062 -0.052
-0.092 -0.012 0.057
0.042 0.001 0.005
0.001 0.077 0.027
-0.029 -0.005 -0.037
-0.035 -0.002 -0.051
0.068 -0.011 0.031
-0.061 -0.051 0.026
-0.004 0.083 0.038
-0.039 -0.009 -0.024
0.018 -0.009 0.021
0.075 0.090 -0.139
0.155 0.041 -0.074
0.002 -0.010 0.021
-0.021 0.068 0.016
-0.034 0.018 -0.061

Values from the calculation:
- SMILES: COc1ccc(-c2csc(NC(=O)Cc3cc(OC)c(OC)c(OC)c3)n2)cc1OC
- Kohn-Sham gap: 8.049 eV
- HOMO energy: -0.2785 Ha
- Energy above the lowest of the compared OMol25 structures with the same formula, charge and spin: 273.0 kJ/mol
- LUMO energy: 0.5 eV

No. 3
Entry from the OMol25 dataset: a molecular structure, C22H27N4O2S2Ta in a non-equilibrium geometry (the ωB97M-V functional and the def2-TZVPD basis).

Last column: Mulliken charge in e.
CARTESIAN COORDINATES (ANGSTROEM)
Ta1 -0.196733 0.226849 0.495291  0.724
O1 0.653981 -1.449256 0.570453  -0.457
N1 1.338557 -2.117797 -0.422479  0.326
C1 1.933169 -3.293434 -0.150052  -0.062
C2 2.523685 -3.974172 -1.192343  -0.764
C3 2.462646 -3.443019 -2.474505  -0.171
C4 1.806850 -2.231833 -2.713203  -0.709
C5 1.228380 -1.575044 -1.655132  0.697
S1 0.403052 -0.016280 -1.771383  -0.225
H1 1.919091 -3.617045 0.882743  0.495
H2 3.018655 -4.914892 -0.989940  0.480
H3 2.921566 -3.970217 -3.302572  0.476
H4 1.742341 -1.819049 -3.712018  0.477
C6 -1.205933 4.436458 -0.394088  -1.018
N2 0.109603 4.358418 0.269502  0.012
C7 0.663597 5.668712 0.687187  -1.153
C8 0.690377 3.224776 0.532925  0.931
O2 -0.096007 2.097901 0.530081  -0.009
N3 1.961856 3.001276 0.825100  0.116
C9 3.074630 3.883729 0.397419  -1.174
C10 2.366742 1.764330 1.487421  -1.357
H5 -1.171739 5.266343 -1.097011  0.385
H6 -1.980535 4.632572 0.346259  0.355
H7 -1.422459 3.525286 -0.942401  0.376
H8 -0.170825 6.252216 1.071864  0.400
H9 1.097459 6.191145 -0.163242  0.395
H10 1.392924 5.537880 1.479212  0.446
H11 2.743279 4.535209 -0.404126  0.427
H12 3.869380 3.244070 0.017075  0.435
H13 3.455186 4.465693 1.234567  0.391
H14 1.601787 1.414858 2.197693  0.500
H15 3.243395 1.954159 2.107482  0.440
H16 2.652403 0.995510 0.755711  0.376
N4 -2.028816 -0.215160 0.898934  -0.044
S2 -3.617927 0.550205 1.144878  0.223
C11 -4.660161 -0.454100 0.124547  0.890
C12 -4.247487 -0.817282 -1.155845  -0.368
C13 -5.155689 -1.461902 -1.978684  -0.626
C14 -6.454398 -1.696592 -1.538349  -0.558
C15 -6.856331 -1.292542 -0.271920  -0.746
C16 -5.960768 -0.665428 0.581279  -0.427
C17 -4.007395 0.151560 2.788549  0.842
C18 -4.247039 -1.165489 3.202846  -0.183
C19 -4.588024 -1.378452 4.522063  -0.823
C20 -4.703003 -0.296681 5.399570  -0.446
C21 -4.469085 1.006213 4.973654  -0.707
C22 -4.111521 1.243967 3.657658  -0.347
H17 -2.153959 -1.238802 0.861659  0.385
H18 -3.253014 -0.592512 -1.522280  0.324
H19 -4.857046 -1.767247 -2.972066  0.432
H20 -7.161098 -2.189348 -2.192867  0.446
H21 -7.871156 -1.466286 0.059609  0.437
H22 -6.280657 -0.348446 1.564143  0.492
H23 -4.198327 -1.992869 2.505357  0.433
H24 -4.786830 -2.381735 4.873895  0.453
H25 -4.991716 -0.476810 6.427243  0.456
H26 -4.581935 1.833012 5.661398  0.453
H27 -3.953756 2.255251 3.302984  0.446

Force components x, y, z for each atom (eV/Å):
-0.505 0.728 0.342
0.812 -0.815 -0.198
-0.334 -0.140 0.378
0.087 0.049 0.140
-0.011 0.001 0.098
-0.002 0.082 -0.108
0.065 -0.143 -0.071
-0.033 0.200 -0.141
-0.122 0.032 -0.236
-0.014 -0.020 -0.014
0.002 0.001 0.006
-0.010 -0.005 -0.001
-0.014 0.018 0.010
-0.018 0.001 -0.005
-0.006 -0.031 0.031
-0.006 -0.007 0.001
0.019 0.012 0.033
0.112 0.269 -0.128
0.073 0.030 0.068
0.000 0.011 0.020
-0.094 0.030 -0.017
0.004 -0.004 -0.003
0.011 0.004 0.008
0.008 0.005 -0.003
0.002 -0.001 -0.001
0.008 -0.005 0.000
0.008 0.003 -0.003
0.004 0.007 0.000
-0.003 0.005 -0.011
-0.008 0.009 -0.002
0.016 0.027 0.032
0.018 -0.020 -0.033
-0.006 -0.032 -0.011
-0.022 -0.490 -0.340
0.202 0.029 0.109
0.015 0.030 0.113
-0.008 0.041 -0.093
0.081 0.030 0.008
-0.046 0.000 0.034
-0.007 -0.020 -0.020
-0.018 -0.052 -0.010
-0.036 0.072 -0.060
0.009 -0.015 0.029
0.001 -0.016 -0.027
0.006 0.033 0.000
-0.024 -0.020 0.009
0.008 0.017 -0.011
-0.238 0.090 0.072
0.011 -0.014 0.018
-0.006 0.000 -0.003
0.000 -0.001 -0.001
0.000 0.001 0.000
-0.004 0.001 -0.014
-0.002 -0.015 0.008
0.001 -0.003 -0.005
0.005 -0.002 0.002
0.000 0.001 -0.001
0.009 -0.001 0.003

Values from the calculation:
- Kohn-Sham gap: 5.319 eV
- Total charge: +4
- HOMO energy: -0.7228 Ha
- Energy above the lowest of the compared OMol25 structures with the same formula, charge and spin: 2.3 kJ/mol
- LUMO energy: -14.3 eV

Among the records above, which one has the highest LUMO energy? C22H24N2O6S